[1]
DFT (ωB97M-V with the def2-TZVPD basis set) results for the ion C18H20NO2S2 with charge +1.

The geometry in XYZ format:
```
43
Properties=species:S:1:pos:R:3:forces:R:3:lowdin_charge:R:1
C 3.29011 1.50811 -1.57931 0.58 -0.02 -0.32 -0.049
O 1.96872 1.76542 -1.14215 -0.36 -0.04 0.29 -0.048
C 1.43999 1.18818 -0.04468 -0.09 -0.06 0.04 -0.174
C 0.13177 1.58551 0.22007 0.15 -0.08 0.12 0.039
C -0.58061 1.10282 1.30775 0.03 -0.07 0.02 -0.249
C -2.00788 1.50631 1.53238 0.61 0.38 0.19 -0.083
N -2.90499 0.36918 1.13578 -0.20 -0.19 0.20 0.069
C -2.92088 0.11248 -0.34757 -0.08 -0.08 -0.57 -0.128
C -3.71556 1.14451 -1.06300 0.18 0.36 -0.06 -0.529
C -5.06091 1.13772 -1.30232 0.34 -0.07 0.09 -0.117
C -5.49619 2.28211 -2.00040 -0.03 0.22 -0.08 -0.161
C -4.48200 3.14191 -2.27824 0.25 -0.04 0.10 -0.376
S -2.97222 2.57984 -1.70300 -0.49 -0.40 0.01 1.067
C 0.02756 0.18960 2.15598 -0.06 0.12 -0.09 -0.045
C 1.32266 -0.22418 1.90763 0.12 0.03 -0.05 -0.042
C 2.05107 0.24763 0.82047 -0.01 0.11 -0.10 -0.185
O 3.32932 -0.11882 0.55185 -0.26 0.41 -0.09 -0.054
C 3.90698 -1.26201 1.17087 0.16 -0.32 0.16 -0.168
C 3.41979 -2.54178 0.57344 -0.35 0.05 0.10 -0.484
C 4.09968 -3.35990 -0.27490 -0.05 0.19 0.19 -0.119
C 3.35272 -4.48909 -0.68111 -0.11 -0.15 -0.07 -0.174
C 2.10903 -4.51179 -0.14487 -0.13 0.26 0.25 -0.399
S 1.82142 -3.15633 0.87265 0.45 -0.24 -0.29 1.041
H 3.42147 0.46507 -1.87217 -0.02 0.10 0.03 0.099
H 3.42374 2.14922 -2.44970 0.00 -0.06 0.07 0.100
H 4.02446 1.76976 -0.81693 -0.07 -0.01 -0.08 0.100
H -0.30663 2.30294 -0.45602 -0.03 0.13 -0.11 0.107
H -2.19034 1.72358 2.58648 -0.14 -0.07 -0.10 0.143
H -2.26977 2.37744 0.93173 -0.16 -0.13 0.10 0.105
H -3.86694 0.55341 1.44297 0.19 -0.11 -0.03 0.186
H -2.55315 -0.46833 1.61541 -0.17 0.15 -0.06 0.177
H -3.35755 -0.87514 -0.51168 0.09 0.07 0.13 0.144
H -1.88164 0.11106 -0.68287 -0.09 -0.16 0.17 0.126
H -5.71796 0.33797 -1.00935 -0.10 -0.22 0.06 0.119
H -6.51659 2.45508 -2.28722 -0.18 0.06 -0.07 0.113
H -4.52914 4.07981 -2.79456 -0.06 0.20 -0.13 0.075
H -0.48818 -0.19279 3.02454 -0.07 -0.04 0.17 0.119
H 1.76806 -0.93164 2.58638 0.10 -0.06 0.07 0.098
H 4.97559 -1.16140 0.96296 -0.17 -0.05 0.12 0.142
H 3.76252 -1.23824 2.25668 0.08 0.09 -0.13 0.124
H 5.10837 -3.16938 -0.59415 0.22 0.09 -0.03 0.117
H 3.73071 -5.24668 -1.34264 0.04 -0.15 -0.12 0.107
H 1.33341 -5.23919 -0.27716 -0.12 -0.20 -0.08 0.064
```
Forces are in eV/Å.

Output
Energy in a.u.: -1699.24517
HOMO in Ha: -0.4052
Charge: +1
Frontier orbital gap in eV: 8.226
Strongest force on any atom in eV/A: 0.75

***

[2]
DFT (ωB97M-V with the def2-TZVPD basis set) results for a structure of composition C18H21AsAuN3O4S2.

The geometry in XYZ format:
```
50
Properties=species:S:1:pos:R:3:forces:R:3:mulliken_spin:R:1
Au -0.59640 -0.52290 -0.50350 -0.60 -1.01 -0.37 0.393
N -1.37880 1.52290 -4.29900 0.26 0.14 -0.10 0.037
C -0.99840 1.24830 -3.04000 -1.64 -0.76 0.73 -0.030
S -2.21310 0.62250 -1.98290 0.26 0.09 0.00 0.368
N 0.22650 1.53520 -2.69430 2.22 1.10 -0.28 0.256
N 0.67940 1.15160 -1.52470 -1.15 -0.43 -0.35 0.177
C 1.84620 1.46500 -1.06810 0.75 0.45 -0.19 -0.012
C 2.20150 1.31990 0.29410 -0.58 -0.04 -0.20 0.096
C 3.52950 1.53940 0.69730 0.42 0.03 0.32 -0.056
C 3.89120 1.48070 2.01710 0.33 0.08 -0.60 0.087
C 2.92360 1.19420 2.98930 -0.56 -0.09 0.16 -0.019
C 1.62380 0.96310 2.64130 0.17 -0.02 0.28 0.040
C 1.19040 1.03950 1.28790 0.09 0.09 -0.04 0.071
O -0.04400 0.92170 1.00850 0.09 0.28 0.45 0.208
H -2.35820 1.48720 -4.51690 0.04 -0.05 -0.07 0.002
H -0.74640 2.02950 -4.89440 0.00 0.05 -0.03 0.000
H 2.58650 1.88090 -1.75480 -0.01 -0.04 -0.06 0.017
H 4.27480 1.75410 -0.05760 0.02 0.05 -0.06 -0.002
H 4.91470 1.65470 2.31180 0.09 0.01 -0.01 0.005
H 3.21110 1.16990 4.02950 0.02 -0.04 0.13 0.000
H 0.86820 0.75210 3.38140 -0.08 -0.05 0.08 -0.002
C 2.49930 -2.80780 -0.83640 -0.22 0.05 0.11 -0.002
As 1.23710 -3.27630 0.56020 0.76 -1.38 -0.13 0.001
C 0.27960 -4.90900 0.07230 0.17 0.11 -0.05 0.003
C 2.26610 -3.80490 2.12620 -0.11 0.06 -0.19 0.004
O 0.36140 -1.98000 1.03570 -0.68 1.15 0.39 0.067
H 3.12460 -3.65360 -1.11360 0.00 -0.06 0.05 0.000
H 3.11630 -1.99260 -0.44980 -0.07 -0.08 -0.03 -0.002
H 1.94200 -2.46080 -1.70880 0.01 -0.04 0.12 -0.001
H 0.92150 -5.76070 0.29380 0.06 -0.01 0.12 0.001
H 0.03290 -4.90790 -0.98790 0.05 0.11 0.14 -0.002
H -0.64480 -4.98590 0.64870 0.13 0.15 0.00 -0.001
H 2.89550 -4.66670 1.90800 0.02 0.01 -0.01 0.001
H 1.56290 -4.06030 2.92210 0.01 0.02 -0.14 0.001
H 2.87550 -2.96560 2.46250 -0.04 -0.02 -0.11 0.000
O -6.73020 -3.26550 2.08050 -0.18 0.07 0.27 0.000
C -6.48180 -3.64890 0.81230 -0.08 -0.18 -0.26 -0.001
O -7.33730 -4.20600 0.17640 -0.01 0.10 0.25 0.003
C -5.13280 -3.36850 0.26040 0.25 0.02 -0.11 0.013
C -4.10870 -2.75030 0.97730 -0.25 -0.19 -0.10 -0.007
C -2.88390 -2.52900 0.38830 -0.05 0.06 0.12 0.031
C -2.65980 -2.88910 -0.93910 0.16 -0.04 0.03 -0.032
S -1.13050 -2.54500 -1.71310 0.19 0.33 -0.32 0.293
C -3.66930 -3.53220 -1.65430 0.06 0.07 0.16 -0.005
C -4.88600 -3.76860 -1.05610 -0.20 -0.04 0.25 -0.001
H -5.98110 -2.80590 2.48020 -0.05 -0.10 -0.20 0.000
H -4.22480 -2.43830 2.00870 -0.05 0.01 0.03 0.000
H -2.09440 -2.06280 0.96020 0.05 -0.04 0.03 0.001
H -3.48830 -3.82610 -2.67570 -0.01 -0.01 -0.14 -0.003
H -5.67890 -4.26920 -1.59120 -0.07 0.01 -0.04 0.000
```
Forces are in eV/Å.

Output
Energy in a.u.: -4331.49974
HOMO (alpha / beta) in Ha: -0.2600 / -0.2807
Charge: 0
Multiplicity: 3
Frontier orbital gap (alpha / beta) in eV: 7.030 / 5.259
Strongest force on any atom in eV/A: 2.50

***

[3]
DFT (ωB97M-V with the def2-TZVPD basis set) results for a structure of composition C18H21BF2N2O8RuS.

The geometry in XYZ format:
```
54
Properties=species:S:1:pos:R:3:forces:R:3:mulliken_spin:R:1
Ru 0.00000 0.00000 0.00000 -1.20 -1.78 7.34 0.836
O 0.77058 -3.20593 -1.82949 -0.88 -1.88 0.92 0.009
C 0.54126 -2.00387 -1.25027 6.11 1.48 -10.32 0.013
O -0.05990 -1.93367 -0.16394 -3.42 0.95 -0.44 -0.018
C 1.12408 -0.87735 -2.13583 -2.76 -4.84 2.42 0.007
C 1.79212 -0.73243 -3.31154 2.02 1.98 -2.93 0.039
C 2.11277 0.61186 -3.69707 -0.41 -1.79 0.62 -0.030
C 1.75788 1.75472 -2.90125 -0.08 0.61 -0.90 0.013
C 1.08834 1.52035 -1.73541 -0.32 0.11 -1.22 0.013
N 0.87478 0.24334 -1.53222 -1.99 2.88 0.33 0.029
C 0.51942 2.44777 -0.58665 -2.54 5.17 -3.42 -0.019
O 0.71443 3.69781 -0.76027 -0.48 -3.67 1.05 0.001
O -0.09878 1.91223 0.44526 -11.32 7.02 -6.07 0.062
H 0.35788 -3.80778 -1.17509 0.41 -0.29 -0.63 -0.001
H 2.06589 -1.58103 -3.92087 0.09 0.09 -0.13 0.002
H 2.64688 0.77902 -4.63001 -0.12 -0.10 0.17 -0.003
H 2.00445 2.76598 -3.20096 0.00 -0.10 -0.19 -0.001
C 3.65495 3.72237 2.17172 -0.17 -0.34 -0.77 0.002
N 2.54294 2.80144 2.00953 -0.50 -0.01 0.61 -0.004
C 1.64902 2.59469 3.13635 -0.28 -0.29 -0.32 0.003
C 2.27236 2.09968 0.84481 3.12 0.13 0.68 0.008
C 3.18203 2.29167 -0.34545 0.62 0.36 0.30 -0.007
O 1.31467 1.32767 0.75469 15.18 -2.59 6.12 0.072
H 3.66841 4.15803 3.17403 -0.17 -0.21 -0.20 0.000
H 3.56229 4.52685 1.43641 0.25 0.14 0.13 0.000
H 4.59217 3.18287 2.00674 0.17 0.27 0.07 0.000
H 1.94840 3.19132 4.00169 0.07 -0.08 -0.26 0.000
H 1.65844 1.53455 3.40880 -0.19 0.05 0.18 0.000
H 0.63272 2.87320 2.84064 -0.01 -0.13 0.24 0.000
H 4.00047 2.99019 -0.17720 -0.04 -0.04 0.16 0.000
H 2.58569 2.66562 -1.18285 1.22 0.12 0.68 -0.001
H 3.61443 1.32307 -0.61308 -0.09 0.04 -0.09 0.000
C -6.04104 2.37316 -1.03398 -0.08 0.21 -0.04 0.000
C -5.02392 1.52836 -0.32713 0.24 -0.29 0.28 0.000
C -4.86718 1.60837 1.06459 0.40 -0.39 -0.29 0.000
C -3.92986 0.80513 1.71718 0.07 -0.02 -0.47 0.006
C -3.14590 -0.08027 0.97407 -0.07 -0.09 0.10 0.004
C -3.30254 -0.18508 -0.40946 -0.26 0.42 0.21 -0.007
C -4.24080 0.62076 -1.05722 0.14 0.04 0.57 0.005
S -1.95451 -1.14678 1.82771 -4.68 -1.88 -0.20 0.012
O -1.87086 -2.31577 0.95520 -1.05 0.68 1.85 0.005
O -2.59626 -1.38649 3.11849 1.27 0.36 -0.39 -0.001
O -0.76623 -0.29959 1.86183 -0.63 0.30 2.35 -0.024
H -6.44612 3.14778 -0.37470 0.03 -0.14 -0.07 0.000
H -6.87126 1.74978 -1.38064 0.03 0.15 -0.08 0.000
H -5.58625 2.87693 -1.89326 -0.16 -0.10 0.02 0.000
H -5.47196 2.29283 1.65308 0.00 0.00 -0.16 0.000
H -3.80279 0.85888 2.79532 -0.01 -0.08 -0.19 0.000
H -2.69448 -0.89190 -0.96806 -0.15 0.01 0.10 -0.005
H -4.35728 0.53282 -2.13398 -0.05 0.10 0.08 0.000
F 1.15189 -2.80878 1.18763 3.71 0.52 0.62 0.004
B 1.50523 -1.68821 0.34782 0.27 -1.03 1.59 -0.055
F 2.81879 -1.61844 -0.24853 -1.60 0.02 2.14 0.005
H 0.98529 -0.23853 1.52074 0.30 -2.04 -2.13 0.028
```
Forces are in eV/Å.

Output
Energy in a.u.: -2127.21720
HOMO (alpha / beta) in Ha: -0.0971 / -0.0911
Charge: -1
Multiplicity: 2
Frontier orbital gap (alpha / beta) in eV: 5.050 / 4.998
Strongest force on any atom in eV/A: 16.57

***

[4]
DFT (ωB97M-V with the def2-TZVPD basis set) results for the molecule C18H21BrN4O5S.

The geometry in XYZ format:
```
50
Properties=species:S:1:pos:R:3:forces:R:3:lowdin_charge:R:1
C -0.32304 3.73121 0.56087 0.26 -0.29 0.07 -0.050
C 0.80277 2.97562 1.25125 0.05 0.58 0.08 -0.201
O 0.79887 1.58938 0.88891 0.01 -0.29 -0.06 -0.043
C 1.37077 1.26660 -0.29880 0.03 0.12 0.00 -0.415
O 1.89393 2.08794 -1.00993 -0.07 0.02 0.08 0.122
C 1.26931 -0.16265 -0.60092 -0.22 -0.38 0.26 -0.090
C 0.67404 -1.11728 0.20004 0.12 -0.09 -0.32 -0.415
N 0.11506 -0.92236 1.44815 0.11 0.26 0.02 0.117
C -0.49115 -1.90914 2.13955 -0.26 0.29 0.54 -0.469
O -0.60963 -3.04678 1.74089 -0.09 -0.19 0.21 0.013
C -1.03617 -1.44347 3.50052 0.37 -0.59 -0.13 -0.008
N -1.80999 -0.24354 3.36841 -0.60 0.51 -0.01 -0.109
N -1.26090 0.92538 3.63058 0.59 0.95 0.33 0.183
C -2.19162 1.83885 3.37960 -0.39 -2.01 -0.33 -0.248
N -1.94050 3.21923 3.58061 0.31 0.68 0.17 -0.353
O -0.83438 3.54032 3.95564 0.21 0.13 0.15 0.083
O -2.85673 3.98298 3.35899 -0.11 0.11 -0.03 0.050
C -3.37443 1.21798 2.92398 0.01 0.03 -0.01 -0.555
Br -4.98912 2.01578 2.41355 0.14 -0.32 0.03 0.828
C -3.08534 -0.13933 2.92287 -0.38 0.62 -0.09 -0.275
C -3.91587 -1.30174 2.54098 0.00 -0.12 0.01 -0.004
S 0.68982 -2.68940 -0.50296 0.35 0.34 -0.57 1.182
C 1.52425 -2.07243 -1.89944 -0.12 0.23 0.47 -0.459
C 1.76770 -0.73891 -1.81449 -0.04 -0.25 -0.02 -0.204
C 2.45921 0.01018 -2.90640 0.21 0.00 -0.13 -0.133
C 3.10678 -0.94578 -3.90769 -0.16 -0.05 -0.01 -0.156
C 2.18466 -2.10920 -4.28515 0.01 -0.05 -0.02 -0.369
C 0.87786 -1.62698 -4.90959 0.23 -0.11 0.01 -0.061
C 1.91135 -2.95457 -3.03434 0.15 -0.13 -0.18 -0.173
H -1.27751 3.23367 0.72489 -0.11 -0.01 0.05 0.071
H -0.13936 3.78327 -0.50944 -0.02 0.03 -0.06 0.077
H -0.37860 4.73929 0.96047 -0.04 0.13 0.05 0.085
H 0.68392 2.98574 2.33697 0.06 -0.04 -0.23 0.099
H 1.76927 3.40857 0.97832 -0.11 -0.09 0.10 0.125
H 0.20236 0.02124 1.81858 -0.11 -0.12 0.01 0.129
H -1.64263 -2.24639 3.92417 0.09 0.11 -0.09 0.139
H -0.19675 -1.22267 4.16466 -0.16 -0.02 -0.02 0.146
H -3.38495 -1.94138 1.83734 -0.03 -0.07 -0.07 0.090
H -4.16850 -1.89810 3.41799 -0.05 -0.07 0.02 0.097
H -4.83798 -0.95420 2.08290 -0.01 -0.01 -0.02 0.069
H 1.73288 0.65602 -3.40618 0.04 0.10 0.00 0.126
H 3.21196 0.67136 -2.47527 -0.08 0.02 -0.10 0.118
H 4.01917 -1.35704 -3.47023 0.09 0.01 -0.01 0.120
H 3.38857 -0.39139 -4.80409 0.07 0.00 -0.02 0.115
H 2.70435 -2.73553 -5.01858 -0.03 0.02 0.07 0.135
H 0.30716 -2.47178 -5.28921 -0.10 -0.05 -0.04 0.078
H 0.26778 -1.10697 -4.17639 -0.13 0.10 0.06 0.080
H 1.07931 -0.95157 -5.73765 -0.04 0.10 -0.11 0.081
H 2.81121 -3.51755 -2.76532 -0.03 -0.06 -0.05 0.121
H 1.12083 -3.68243 -3.22959 0.01 -0.07 -0.06 0.114
```
Forces are in eV/Å.

Output
Energy in a.u.: -4265.89231
HOMO in Ha: -0.3016
Charge: 0
Frontier orbital gap in eV: 7.619
Strongest force on any atom in eV/A: 2.08

***

[5]
DFT (ωB97M-V with the def2-TZVPD basis set) results for a structure of composition C18H21CaCl3GeN8O7SbSe4.

The geometry in XYZ format:
```
64
Properties=species:S:1:pos:R:3:forces:R:3:mulliken_spin:R:1
Ca 0.93550 0.03796 -0.02858 0.12 -0.72 0.23 0.001
C 3.80205 -0.62378 3.31846 -0.11 -0.04 -0.02 0.000
O 2.99212 -1.47449 4.13232 0.08 -0.01 0.02 0.000
C 1.67366 -1.13513 4.29080 -0.03 0.02 0.02 0.000
C 1.16172 -1.15250 5.56288 -0.04 0.03 -0.02 0.000
C -0.19679 -0.88987 5.80917 0.06 -0.03 0.01 0.000
C -1.00564 -0.57940 4.74722 -0.02 0.02 -0.07 0.000
C -0.50876 -0.51811 3.43053 -0.05 0.00 0.02 0.002
C -1.45408 -0.14052 2.40362 -0.01 0.02 -0.04 -0.004
N -1.11799 0.27594 1.23894 0.19 -0.23 0.10 0.000
N -2.22896 0.52139 0.37747 0.22 -0.06 -0.35 0.001
C -1.91369 1.60422 -0.47425 -0.12 0.06 -0.15 0.001
O -0.77556 2.00936 -0.67821 0.01 -0.11 0.17 0.000
C -3.10498 2.20683 -1.14063 0.03 -0.02 0.02 0.004
C -4.38200 2.03567 -0.61681 0.00 -0.03 -0.01 -0.001
C -5.47208 2.59681 -1.26424 -0.01 0.01 -0.01 0.003
C -5.28980 3.31996 -2.43264 0.01 0.00 0.01 -0.001
C -4.01373 3.48812 -2.95772 0.00 0.00 0.00 0.000
C -2.92221 2.93630 -2.31059 0.02 0.05 0.02 0.000
C 0.84953 -0.85969 3.14497 0.06 -0.14 0.10 0.000
O 1.34364 -0.98277 1.97371 -0.04 0.51 -0.41 0.000
H 3.84684 -0.98657 2.29251 -0.01 0.00 0.03 0.000
H 4.79856 -0.63384 3.76120 0.00 0.00 -0.02 0.000
H 3.41990 0.39890 3.30999 -0.01 0.00 0.01 0.000
H 1.84012 -1.38964 6.37453 0.00 0.00 0.00 0.000
H -0.58943 -0.92870 6.81687 0.00 0.00 0.00 0.000
H -2.05806 -0.36808 4.90564 0.00 0.00 0.00 0.000
H -2.51811 -0.20115 2.64151 0.01 0.00 0.00 0.000
H -4.51423 1.44144 0.27900 -0.01 0.02 0.00 -0.007
H -6.46712 2.44055 -0.86917 0.00 -0.01 0.00 0.000
H -6.14518 3.73894 -2.94826 0.00 0.00 0.00 0.000
H -3.87429 4.03826 -3.87982 0.01 0.01 0.00 0.000
H -1.92035 3.05331 -2.70241 0.00 -0.01 -0.01 0.000
N 0.94354 0.49555 -3.60602 0.02 0.18 -0.11 0.000
N 2.16254 1.18664 -3.69425 -0.06 0.09 0.04 0.000
C 2.78345 1.77311 -2.66507 0.17 -0.15 -0.11 0.000
N 3.95963 2.38608 -2.89845 0.06 0.06 0.03 0.000
N 2.19126 1.65465 -1.47808 -0.26 0.06 -0.03 0.000
N 2.54625 2.46073 -0.45022 0.25 -0.08 0.01 0.000
O 2.24258 1.97769 0.65087 0.06 0.41 -0.01 0.000
O 3.06195 3.54951 -0.60020 -0.10 -0.22 0.09 0.000
H 1.05089 -0.34592 -3.02166 -0.09 -0.04 -0.04 0.000
H 0.26653 1.10564 -3.16214 -0.06 0.04 -0.05 0.000
H 2.73633 0.88295 -4.46318 0.04 0.05 -0.02 0.000
H 4.43743 2.05342 -3.72371 0.00 -0.04 0.02 0.000
H 4.57402 2.42750 -2.08776 -0.07 0.05 -0.07 0.000
N -0.02786 -3.85356 0.15304 0.05 0.10 0.05 0.000
C 0.85527 -3.84512 -1.00983 0.01 -0.03 0.00 0.001
C 0.39832 -2.66412 -1.86150 -0.14 -0.14 -0.02 -0.003
O -0.64868 -2.78782 -2.50610 0.08 0.01 -0.05 -0.001
O 1.09048 -1.58884 -1.76610 -0.06 0.31 0.46 0.002
H 0.30985 -4.45364 0.89040 -0.03 -0.05 -0.01 0.000
H -0.97605 -4.10452 -0.09716 -0.02 -0.02 -0.02 -0.001
H 0.81707 -4.75764 -1.62013 -0.02 0.00 0.03 0.000
H 1.87832 -3.68682 -0.66914 0.00 0.02 -0.02 0.000
Se -3.94795 -4.28109 -0.71883 -0.10 0.17 -0.02 0.905
Sb -4.53386 -1.82808 -0.80402 0.78 -0.28 -0.02 -0.050
Se -5.07259 -1.67214 1.50876 -0.20 0.07 0.31 0.161
Se -5.73679 -1.06588 -2.68505 -0.29 0.08 -0.24 -0.004
Se -2.07628 -0.88275 -1.01649 -0.52 -0.02 0.12 -0.009
Cl 5.94252 -2.51400 -0.48525 0.06 0.01 -0.03 0.000
Ge 4.32716 -0.99076 -0.92763 -0.02 0.18 0.07 0.000
Cl 5.59125 0.96078 -0.46318 0.02 -0.09 0.02 0.000
Cl 4.66280 -0.87128 -3.22993 0.09 -0.07 -0.03 0.000
```
Forces are in eV/Å.

Output
Energy in a.u.: -15644.65338
HOMO (alpha / beta) in Ha: -0.1123 / -0.1123
Charge: -2
Multiplicity: 2
Frontier orbital gap (alpha / beta) in eV: 6.706 / 5.344
Strongest force on any atom in eV/A: 0.83